No. 1
Formula: C7H8Br2N2O3
Source: OMol25
Level of theory: ωB97M-V/def2-TZVPD

```
22
Properties=species:S:1:pos:R:3:forces:R:3:lowdin_charge:R:1
C 1.052 -0.153 2.125 1.23 6.00 1.91 0.08
C 0.420 0.825 1.351 -0.05 1.55 -0.67 -0.28
C 1.659 0.693 3.062 1.91 -4.01 2.22 -0.28
C -0.822 -0.737 -0.075 -2.02 1.42 -1.55 -0.07
C 0.363 1.037 -1.210 -0.41 -3.41 0.59 -0.05
C -0.357 0.722 0.106 0.73 -1.79 -0.28 -0.37
C 2.737 0.264 4.357 -2.89 3.08 -2.57 -1.07
N 0.587 2.041 1.809 -1.19 0.42 -0.65 0.14
N 3.662 -0.768 3.867 1.68 -1.91 0.07 -0.48
O 3.344 -1.924 4.039 -0.78 -0.04 -0.14 0.04
O 4.728 -0.450 3.396 -0.32 0.75 -0.33 0.05
O 1.304 1.937 2.949 1.33 0.08 0.40 -0.02
Br 3.734 1.871 4.778 -0.26 -0.37 0.18 0.81
Br 1.625 -0.345 5.753 -0.04 -0.16 0.52 0.83
H 1.001 -1.119 1.953 0.33 -4.44 -0.32 0.07
H -1.026 -1.313 0.821 -0.27 0.13 0.08 0.07
H 0.000 -1.166 -0.635 -0.36 -0.82 -0.14 0.06
H -1.781 -0.589 -0.738 1.78 -1.16 1.13 0.12
H 1.140 0.228 -1.374 -1.02 0.79 -0.28 0.11
H 0.893 1.897 -1.201 1.27 3.12 -0.04 0.04
H -0.457 1.022 -1.931 0.63 0.01 -0.50 0.09
H -1.152 1.406 0.160 -1.27 0.77 0.37 0.12
```
Forces are in eV/Å.

Calculated values
highest occupied orbital energy	-10.1	eV
total charge	0
relative energy (zero: lowest compared OMol25 entry of this formula, charge and spin)	491.24	kJ/mol
molar mass	327.960	g mol⁻¹

No. 2
Formula: C22H28N4O5S
Source: OMol25
Level of theory: ωB97M-V/def2-TZVPD

```
60
Properties=species:S:1:pos:R:3:forces:R:3:lowdin_charge:R:1
C 3.429 -2.545 -3.010 0.29 1.92 -3.76 -0.14
H 4.069 -2.691 -3.936 -0.89 -0.36 0.95 0.10
O 4.306 -1.733 -2.251 -2.85 1.32 3.99 -0.13
C 3.692 -1.254 -0.949 0.58 1.68 1.19 -0.09
C 2.323 -1.313 -0.498 2.77 -4.92 -5.79 0.03
C 1.839 -1.057 0.739 -1.41 1.79 2.93 -0.17
C 2.613 -0.445 1.663 8.24 2.69 -4.67 -0.22
C 4.138 0.011 1.140 -4.17 -3.93 -1.62 0.07
C 4.634 -0.497 -0.033 -8.27 -2.19 -0.19 0.00
H 5.520 -0.340 -0.370 5.81 1.01 -1.80 0.04
H 4.892 0.361 1.743 1.01 1.36 2.02 0.06
O 2.375 0.069 2.772 -4.29 -0.55 4.63 -0.13
C 2.760 1.231 3.512 5.39 -5.50 -0.24 0.04
H 3.065 1.872 2.773 -0.37 3.11 -1.08 0.07
H 3.868 0.822 3.866 -2.34 1.47 -0.02 0.15
H 2.147 1.189 4.360 -1.02 1.31 0.74 0.07
N 0.399 -1.204 1.063 7.43 3.53 1.57 -0.19
S -0.342 0.001 1.732 2.33 2.33 -0.10 0.62
O -1.599 -0.118 1.159 -5.93 -0.82 0.49 -0.25
O 0.287 1.172 1.261 1.53 2.02 0.55 -0.22
C -0.211 -0.036 3.493 0.00 -9.32 -2.94 -0.22
C -0.082 -1.551 4.110 0.02 8.38 -6.32 0.05
C -0.155 -1.552 5.377 -1.39 -0.90 6.21 -0.20
C -0.454 -0.509 6.230 1.49 7.48 -1.56 0.08
C -0.337 1.064 5.498 -0.53 -11.49 -0.15 0.07
C -0.506 1.039 4.121 0.01 5.27 4.02 -0.17
H -0.737 2.052 3.777 0.14 -0.63 -1.07 0.15
H -0.626 1.767 6.076 -1.53 5.08 3.82 0.01
H -0.554 -0.505 7.356 0.20 -0.41 -1.68 0.11
H -0.194 -2.460 5.888 0.30 -1.89 0.65 0.10
H 0.146 -2.220 3.368 0.42 -2.05 -1.06 0.08
C -0.119 -2.267 0.574 -6.19 -7.94 -2.69 -0.26
H -1.079 -2.474 1.080 -0.10 0.09 0.03 0.15
H 0.352 -3.216 0.780 1.00 -0.14 -0.11 0.15
C -0.593 -2.315 -0.897 3.25 -1.26 -5.74 -0.18
O -0.091 -3.303 -1.870 -3.39 5.65 6.15 -0.17
N -1.212 -1.079 -1.276 1.58 -5.87 3.35 0.00
N -1.752 -1.168 -2.508 -1.67 6.78 -0.67 0.12
C -2.328 0.067 -2.753 1.56 -5.30 1.09 -0.28
C -2.542 0.257 -4.136 -6.07 4.62 0.28 -0.15
H -2.352 -0.429 -4.854 2.24 -2.03 -1.89 0.07
H -3.717 0.144 -4.260 1.48 0.98 0.21 0.15
C -2.096 1.796 -4.388 -2.82 -0.86 -5.49 -0.07
N -2.688 2.872 -3.496 9.81 -3.72 -4.46 -0.24
C -3.828 3.265 -3.800 -13.96 3.07 -4.33 -0.26
H -4.314 4.147 -3.321 1.16 -0.44 0.58 0.09
H -4.175 3.594 -4.917 2.11 -0.82 1.94 0.13
H -4.884 2.497 -3.741 2.51 0.87 0.47 0.13
C -2.207 2.573 -2.300 -14.73 -0.20 4.43 -0.17
H -2.634 3.204 -1.501 0.30 0.43 -0.39 0.15
C -2.835 1.167 -1.844 -0.15 -0.39 -0.60 -0.04
H -2.564 0.985 -0.801 -0.58 0.11 -0.11 0.09
H -3.963 1.267 -2.059 1.59 -0.39 0.73 0.14
H -1.365 2.454 -2.111 14.27 -1.06 1.71 0.01
H -2.491 2.043 -5.591 1.31 -0.50 3.52 0.18
H -1.038 1.574 -4.470 0.58 1.58 0.64 0.11
H -1.572 -0.561 -0.412 0.18 -0.52 -1.81 0.09
H 1.774 -2.145 -1.134 0.43 2.19 1.03 0.13
H 3.165 -3.454 -2.588 -0.20 -1.81 1.19 0.06
H 2.442 -2.115 -3.440 1.52 0.08 1.19 0.12
```
Forces are in eV/Å.

Calculated values
structure (SMILES)	COc1ccc(OC)c(N(CC(=O)NN=C2CCN(C)CC2)S(=O)(=O)c2ccccc2)c1
highest occupied orbital energy	-7.5	eV
total charge	0
relative energy (zero: lowest compared OMol25 entry of this formula, charge and spin)	2300.94	kJ/mol
molar mass	460.556	g mol⁻¹

No. 3
Formula: CH2FOPS
Source: OMol25
Level of theory: ωB97M-V/def2-TZVPD

```
7
Properties=species:S:1:pos:R:3:forces:R:3:lowdin_charge:R:1
C -1.556 -0.323 0.001 5.28 -3.71 1.86 -0.28
O 2.004 1.040 1.016 3.20 1.34 4.25 -0.51
F 2.277 -0.200 -1.171 -0.74 0.53 1.11 -0.43
P 0.072 -1.176 0.500 -4.38 2.41 -1.81 0.71
S 1.278 0.661 -0.092 -3.05 -2.19 -4.92 0.63
H -2.546 -0.681 -0.066 -0.78 -1.16 0.32 -0.04
H -1.528 0.678 -0.188 0.48 2.77 -0.82 -0.09
```
Forces are in eV/Å.

Calculated values
structure (SMILES)	C=P#S(=O)F
highest occupied orbital energy	-9.5	eV
total charge	0
relative energy (zero: lowest compared OMol25 entry of this formula, charge and spin)	314.70	kJ/mol
molar mass	112.065	g mol⁻¹

No. 4
Formula: C3H9NO
Source: OMol25
Level of theory: ωB97M-V/def2-TZVPD

```
14
Properties=species:S:1:pos:R:3:forces:R:3:lowdin_charge:R:1
C -3.234 -0.709 1.015 0.41 0.40 -0.36 -0.13
C -4.254 -1.277 1.703 1.54 0.39 0.15 -0.11
H -3.166 -0.349 -0.072 -0.81 -0.75 1.65 0.06
H -2.260 -0.499 1.528 -1.02 -0.41 -0.31 0.04
H -5.264 -1.460 1.230 1.31 0.05 0.97 0.06
H -3.934 -1.546 2.794 -1.43 0.33 -2.10 0.08
N 1.967 1.207 -1.296 -0.68 1.48 -1.25 0.00
C 2.871 0.278 -0.753 0.85 -1.27 4.38 -0.43
O 4.104 0.163 -1.401 -0.49 1.24 -1.23 -0.06
H 2.324 2.056 -1.718 0.77 -0.22 -0.05 0.08
H 1.344 1.594 -0.622 -0.64 -0.27 0.72 0.07
H 2.353 -0.678 -0.740 0.13 -0.41 -0.28 0.10
H 3.114 0.404 0.465 -0.46 0.26 -2.76 0.15
H 4.036 0.817 -2.132 0.52 -0.82 0.47 0.09
```
Forces are in eV/Å.

Calculated values
structure (SMILES)	C=C.NCO
highest occupied orbital energy	-9.2	eV
total charge	0
relative energy (zero: lowest compared OMol25 entry of this formula, charge and spin)	285.05	kJ/mol
molar mass	75.111	g mol⁻¹

no.,orbital gap (eV),strongest force on any atom (eV/A)
1,9.26,6.41
2,6.40,15.38
3,8.20,6.71
4,9.97,4.64